# 1
A structure of composition C44H69AsCl3O2P3PdSi in a non-equilibrium geometry. Source: OMol25; level of theory: ωB97M-V/def2-TZVPD.

Charge: +2
E_LUMO (spin up / spin down) (eV): -4.952 / -8.659
Relative energy (zero: lowest compared OMol25 entry of this formula, charge and spin) (kcal per mole): 16.3
Multiplicity: 5
HOMO-LUMO gap (spin up / spin down) (eV): 7.02 / 5.05

```
124
C44H69AsCl3O2P3PdSi (ωB97M-V/def2-TZVPD)
Pd 0.055 -0.064 -0.287
C -3.735 0.079 0.948
C -2.632 -0.304 1.933
C -3.196 -0.610 3.323
P -1.482 -1.531 1.165
C -2.389 -2.921 0.391
C -1.404 -4.025 0.005
C -3.516 -3.478 1.265
C -0.506 -2.343 2.479
C -1.038 -2.917 3.639
C -0.203 -3.547 4.554
C 1.165 -3.628 4.322
C 1.692 -3.107 3.150
C 0.858 -2.472 2.223
Si 1.457 -1.819 0.616
C 2.621 -0.397 0.741
C 3.863 -0.201 1.349
C 4.523 1.002 1.134
C 3.930 2.017 0.358
C 2.677 1.856 -0.193
C 1.995 0.636 0.001
P -0.528 2.299 -1.154
C 0.324 3.034 -2.622
C -0.402 2.914 -3.967
C 0.736 4.493 -2.366
C -2.030 3.262 -0.661
C -1.672 4.334 0.377
C -2.819 3.905 -1.808
C 2.041 -3.113 -0.544
C 2.644 -4.254 0.002
C 3.227 -5.206 -0.821
C 3.206 -5.021 -2.197
C 2.594 -3.902 -2.742
C 1.994 -2.942 -1.922
P 1.154 -1.489 -2.652
C 0.087 -2.309 -3.929
C -0.736 -1.347 -4.781
C -0.823 -3.370 -3.307
C 2.574 -0.779 -3.621
C 3.740 -0.382 -2.716
C 2.193 0.382 -4.550
H -4.335 0.889 1.371
H -4.409 -0.751 0.730
H -3.321 0.423 0.008
H -1.987 0.566 2.026
H -3.836 -1.493 3.328
H -3.819 0.239 3.619
H -2.423 -0.730 4.082
H -2.808 -2.488 -0.513
H -1.031 -4.554 0.885
H -0.551 -3.651 -0.562
H -1.920 -4.749 -0.630
H -3.136 -3.939 2.179
H -4.020 -4.263 0.698
H -4.269 -2.736 1.528
H -2.097 -2.885 3.845
H -0.627 -3.978 5.453
H 1.813 -4.110 5.044
H 2.759 -3.191 2.967
H 4.331 -0.983 1.938
H 5.515 1.155 1.544
H 4.471 2.944 0.189
H 2.251 2.658 -0.778
H 1.227 2.423 -2.686
H -1.271 3.571 -4.012
H -0.737 1.902 -4.179
H 0.292 3.226 -4.754
H -0.134 5.153 -2.395
H 1.416 4.820 -3.158
H 1.241 4.643 -1.412
H -2.658 2.502 -0.186
H -1.111 5.150 -0.084
H -1.066 3.943 1.192
H -2.586 4.758 0.807
H -2.275 4.759 -2.221
H -3.765 4.288 -1.414
H -3.046 3.206 -2.606
H 2.653 -4.412 1.076
H 3.691 -6.086 -0.393
H 3.657 -5.757 -2.853
H 2.578 -3.797 -3.821
H 0.831 -2.793 -4.569
H -1.518 -0.880 -4.194
H -1.227 -1.911 -5.577
H -0.155 -0.555 -5.246
H -1.508 -2.909 -2.590
H -0.267 -4.165 -2.809
H -1.428 -3.825 -4.095
H 2.894 -1.633 -4.225
H 3.517 0.543 -2.189
H 4.625 -0.203 -3.332
H 3.994 -1.151 -1.982
H 1.518 1.091 -4.064
H 1.722 0.045 -5.469
H 3.097 0.926 -4.834
Cl -5.101 0.865 -2.163
C -3.977 -0.290 -2.917
Cl -4.054 -0.070 -4.663
Cl -4.481 -1.937 -2.523
C -2.527 0.065 -2.389
O -2.083 1.108 -2.853
O -1.984 -0.716 -1.547
C 1.641 4.332 1.916
C 1.695 3.113 2.827
As 0.258 1.811 2.686
C -1.326 2.539 3.598
C -1.075 3.866 4.303
C 0.853 0.429 3.926
C 1.202 1.011 5.299
H 2.595 4.861 1.963
H 0.861 5.032 2.212
H 1.459 4.049 0.883
H 1.662 3.405 3.878
H 2.598 2.526 2.670
H -1.608 1.745 4.292
H -2.129 2.632 2.868
H -0.329 3.785 5.093
H -2.012 4.186 4.765
H -0.767 4.650 3.615
H 1.702 -0.072 3.468
H 0.048 -0.299 4.000
H 2.063 1.678 5.267
H 1.458 0.178 5.957
H 0.367 1.542 5.759
```

Löwdin population analysis, charges in e, atoms 1 to 4: number 1, Pd, carries 0.522; number 2, C, carries -0.111; number 3, C, carries -0.516; number 4, C, carries -0.089


# 2
A cluster of 11 separate species, C44H72O27 in total in a non-equilibrium geometry. Source: OMol25; level of theory: ωB97M-V/def2-TZVPD.

SMILES: C[C@H]1COC(=O)O1.C[C@H]1COC(=O)O1.C[C@H]1COC(=O)O1.C[C@H]1COC(=O)O1.C[C@H]1COC(=O)O1.C[C@H]1COC(=O)O1.C[C@H]1COC(=O)O1.C[C@H]1COC(=O)O1.C1CCOC1.C1CCOC1.C1CCOC1
Charge: 0
E_LUMO (eV): -0.404
Relative energy (zero: lowest compared OMol25 entry of this formula, charge and spin) (kcal per mole): 10.2
HOMO-LUMO gap (eV): 9.42

```
143
C44H72O27 (ωB97M-V/def2-TZVPD)
C -2.525 0.715 -3.701
C -3.978 0.771 -3.227
C -4.245 2.253 -3.300
O -3.028 2.849 -2.799
C -1.950 1.926 -3.017
H -2.490 0.790 -4.787
H -2.031 -0.178 -3.317
H -4.120 0.354 -2.231
H -4.558 0.153 -3.916
H -5.133 2.517 -2.724
H -4.403 2.611 -4.322
H -1.434 1.649 -2.089
H -1.151 2.495 -3.510
C 0.575 -0.823 -0.357
C -0.197 -1.958 0.344
C -1.282 -1.191 1.142
O -1.365 0.072 0.501
C -0.051 0.495 0.174
H 0.188 -0.891 -1.381
H 1.661 -0.768 -0.376
H 0.486 -2.486 1.007
H -0.729 -2.560 -0.387
H -0.955 -1.037 2.181
H -2.279 -1.619 1.220
H 0.498 0.839 1.058
H -0.071 1.322 -0.531
C -1.541 -5.824 1.846
C -0.517 -6.303 0.833
C 0.797 -5.903 1.501
O 0.497 -5.938 2.885
C -0.901 -6.098 3.192
H -2.548 -6.227 1.720
H -1.648 -4.740 1.717
H -0.654 -5.946 -0.186
H -0.553 -7.398 0.835
H 1.070 -4.892 1.182
H 1.578 -6.599 1.196
H -1.289 -5.376 3.912
H -0.973 -7.118 3.575
C 2.711 3.634 -5.257
C 1.860 3.361 -4.045
C 2.282 2.142 -3.212
O 2.102 2.564 -1.865
C 2.312 3.888 -1.834
O 2.350 4.585 -0.867
O 2.347 4.371 -3.085
H 2.562 2.856 -6.015
H 3.776 3.716 -5.054
H 2.438 4.544 -5.795
H 0.802 3.499 -4.260
H 3.318 1.817 -3.338
H 1.664 1.261 -3.400
C 4.535 -1.494 -2.069
C 5.718 -0.727 -2.591
C 5.654 -0.099 -3.993
O 6.146 1.217 -3.814
C 6.189 1.546 -2.497
O 6.495 2.592 -2.035
O 5.944 0.429 -1.779
H 3.604 -0.969 -2.307
H 4.576 -1.607 -0.990
H 4.560 -2.475 -2.549
H 6.627 -1.325 -2.478
H 4.619 -0.085 -4.339
H 6.333 -0.669 -4.622
C 1.843 -0.775 5.080
C 2.664 -1.767 4.308
C 1.890 -2.869 3.531
O 2.481 -2.804 2.234
C 3.438 -1.876 2.184
O 4.140 -1.712 1.234
O 3.289 -1.051 3.234
H 1.144 -0.219 4.457
H 2.376 -0.079 5.729
H 1.248 -1.299 5.839
H 3.452 -2.260 4.884
H 0.826 -2.654 3.432
H 2.040 -3.826 4.023
C 0.139 6.408 0.634
C -0.733 5.189 0.843
C -0.301 4.281 2.041
O -1.417 4.297 2.910
C -2.388 5.057 2.438
O -3.432 5.249 2.992
O -2.000 5.670 1.315
H -0.447 7.255 0.258
H 0.771 6.323 -0.251
H 0.617 6.721 1.557
H -0.910 4.550 -0.023
H 0.604 4.627 2.534
H -0.082 3.294 1.634
C 2.253 -3.815 -4.157
C 1.051 -3.197 -3.423
C -0.172 -2.686 -4.245
O -1.237 -3.503 -3.821
C -0.834 -4.424 -2.941
O -1.575 -5.243 -2.488
O 0.472 -4.304 -2.715
H 2.921 -2.984 -4.403
H 1.892 -4.241 -5.092
H 2.798 -4.526 -3.546
H 1.343 -2.416 -2.719
H 0.086 -2.737 -5.304
H -0.340 -1.638 -4.006
C -5.338 -2.407 5.061
C -5.972 -1.728 3.850
C -5.041 -1.498 2.672
O -5.753 -1.936 1.535
C -6.903 -2.559 1.952
O -7.681 -3.056 1.223
O -7.020 -2.482 3.293
H -5.865 -2.221 5.996
H -4.327 -2.061 5.300
H -5.229 -3.486 4.930
H -6.349 -0.774 4.228
H -4.077 -1.995 2.824
H -4.768 -0.445 2.582
C -3.903 1.810 0.767
C -5.031 2.679 1.339
C -5.402 3.836 0.435
O -6.799 3.906 0.602
C -7.266 2.665 0.951
O -8.409 2.357 0.957
O -6.224 1.887 1.288
H -3.504 1.095 1.482
H -3.061 2.464 0.522
H -4.204 1.291 -0.139
H -4.825 3.088 2.330
H -5.127 3.660 -0.610
H -4.920 4.718 0.860
C 6.206 0.998 2.007
C 5.236 2.156 1.738
C 4.313 1.871 0.551
O 3.016 1.974 1.136
C 3.106 2.208 2.458
O 2.165 2.323 3.180
O 4.383 2.383 2.836
H 7.052 0.910 1.326
H 5.719 0.029 2.125
H 6.671 1.226 2.973
H 5.904 2.997 1.552
H 4.474 0.912 0.069
H 4.572 2.674 -0.142
```

Löwdin population analysis, charges in e, atoms 1 to 4: number 1, C, carries -0.160; number 2, C, carries -0.158; number 3, C, carries -0.188; number 4, O, carries -0.137


# 3
A cluster of 6 separate species, C44H75BF15IN4O15P in total in a non-equilibrium geometry. Source: OMol25; level of theory: ωB97M-V/def2-TZVPD.

Charge: +1
E_LUMO (eV): -2.167
HOMO-LUMO gap (eV): 9.18

```
156
C44H75BF15IN4O15P (ωB97M-V/def2-TZVPD)
C -3.908 -3.444 5.385
C -4.946 -2.859 4.428
C -4.350 -2.166 3.213
C -3.641 -0.841 3.579
C -2.151 -1.009 3.923
N -1.237 -0.408 2.935
C -1.385 0.861 2.528
N -1.608 1.942 3.280
P -1.692 1.925 5.015
N -0.551 1.173 5.724
B -1.757 3.292 2.609
O -3.026 3.782 2.463
O -0.621 3.876 2.188
C -0.626 4.744 1.032
N -1.263 0.994 1.182
C -0.458 -0.180 0.720
C 1.017 0.030 1.028
C 1.685 1.250 0.368
C 2.910 0.888 -0.455
I 4.491 0.203 0.789
C -0.819 -0.585 -0.714
O 0.261 -0.469 -1.649
C -0.036 0.229 -2.782
C 0.932 1.296 -3.149
O -0.989 -0.048 -3.439
C -1.073 -1.209 1.703
C -0.330 -2.530 1.869
C 0.746 -2.591 2.972
C 2.108 -3.135 2.529
C 2.036 -4.396 1.685
C 3.417 -5.043 1.439
C 3.686 -5.394 -0.028
C 3.384 -6.852 -0.358
C 3.106 -7.077 -1.828
O 1.778 -6.642 -2.082
C 1.301 -7.003 -3.351
H -3.080 -3.908 4.845
H -4.350 -4.193 6.038
H -3.479 -2.682 6.042
H -5.609 -2.192 4.968
H -5.578 -3.683 4.089
H -3.647 -2.835 2.710
H -5.158 -1.923 2.523
H -3.765 -0.153 2.741
H -4.147 -0.451 4.463
H -1.895 -2.065 3.978
H -1.923 -0.629 4.919
H -1.812 3.305 5.223
H -2.962 1.396 5.230
H 0.062 1.745 6.289
H -3.161 4.663 2.830
H -1.505 4.581 0.412
H 0.287 4.551 0.477
H -0.616 5.788 1.336
H -0.835 1.864 0.875
H 1.128 0.122 2.109
H 1.557 -0.879 0.756
H 0.972 1.724 -0.311
H 2.008 1.952 1.135
H 2.686 0.124 -1.192
H 3.305 1.758 -0.971
H -1.662 -0.003 -1.079
H -1.097 -1.639 -0.696
H 1.859 0.873 -3.537
H 1.183 1.955 -2.323
H 0.478 1.895 -3.934
H -2.060 -1.437 1.278
H 0.072 -2.797 0.892
H -1.083 -3.288 2.088
H 0.890 -1.598 3.401
H 0.385 -3.219 3.788
H 2.685 -3.343 3.432
H 2.669 -2.369 1.983
H 1.581 -4.201 0.713
H 1.394 -5.128 2.185
H 4.191 -4.359 1.793
H 3.509 -5.936 2.059
H 3.093 -4.753 -0.684
H 4.731 -5.179 -0.261
H 4.194 -7.508 -0.035
H 2.489 -7.165 0.185
H 3.792 -6.496 -2.458
H 3.220 -8.131 -2.104
H 2.001 -6.754 -4.156
H 0.390 -6.435 -3.530
H 1.057 -8.068 -3.418
C -11.329 -2.893 6.716
C -10.854 -1.464 6.843
O -9.581 -1.394 7.532
C -8.510 -1.635 6.806
O -8.447 -1.896 5.641
C -7.247 -1.492 7.682
F -7.383 -2.095 8.859
F -6.985 -0.195 7.897
F -6.202 -2.026 7.047
H -11.380 -3.366 7.696
H -12.322 -2.911 6.268
H -10.657 -3.477 6.089
H -11.529 -0.875 7.458
H -10.761 -0.979 5.872
C 1.773 0.681 -9.184
C 1.894 1.002 -7.713
O 3.266 1.218 -7.318
C 3.759 2.424 -7.539
O 3.194 3.351 -8.038
C 5.195 2.506 -6.979
F 5.909 1.434 -7.311
F 5.132 2.577 -5.638
F 5.803 3.592 -7.430
H 2.399 -0.175 -9.439
H 0.739 0.444 -9.427
H 2.087 1.525 -9.797
H 1.565 0.163 -7.103
H 1.302 1.874 -7.438
C 2.770 5.908 -4.566
C 3.498 6.225 -3.280
O 2.767 7.188 -2.478
C 1.777 6.740 -1.745
O 1.376 5.614 -1.639
C 1.174 7.910 -0.934
F 1.011 8.996 -1.680
F 1.989 8.206 0.085
F -0.012 7.557 -0.432
H 2.561 6.817 -5.128
H 3.378 5.249 -5.185
H 1.818 5.414 -4.367
H 4.456 6.699 -3.476
H 3.684 5.331 -2.685
C -2.069 -5.487 -2.463
C -3.218 -6.305 -3.005
O -3.802 -7.124 -1.969
C -4.645 -6.512 -1.156
O -4.975 -5.364 -1.177
C -5.209 -7.526 -0.135
F -4.239 -8.294 0.366
F -6.107 -8.312 -0.735
F -5.802 -6.885 0.865
H -1.327 -6.130 -1.990
H -1.589 -4.930 -3.267
H -2.423 -4.777 -1.715
H -2.883 -7.011 -3.761
H -3.989 -5.675 -3.445
C 7.277 9.261 -0.912
C 7.189 9.843 -2.304
O 8.376 9.551 -3.072
C 8.436 8.356 -3.627
O 7.622 7.482 -3.570
C 9.742 8.228 -4.444
F 10.786 8.694 -3.757
F 9.626 8.933 -5.574
F 9.964 6.958 -4.752
H 8.175 9.615 -0.407
H 6.407 9.563 -0.329
H 7.311 8.172 -0.943
H 7.141 10.929 -2.274
H 6.316 9.477 -2.842
```

Löwdin population analysis, charges in e, atoms 1 to 4: number 1, C, carries -0.101; number 2, C, carries -0.257; number 3, C, carries -0.199; number 4, C, carries -0.157


Here are the calculated calculated total energy numbers, same order: -6925.6636; -3751.2990; -5231.0751 (a.u.).